Entry 1:
This record from OMol25 describes a 2-piece molecular cluster, C31H26O5S overall at a distorted geometry. The level of theory is wB97M-V/def2-TZVPD.

## Properties
- E_LUMO (eV) = -2.9
- largest force on an atom (eV/Å) = 3.3
- frontier orbital gap (eV) = 2.9

Geometry (Å):
1 C -5.5930 1.6730 -2.6812
2 C -4.6248 0.4964 -2.8956
3 C -3.2872 1.1357 -2.7893
4 C -3.4774 2.5273 -2.6451
5 O -4.8199 2.8787 -2.6175
6 C -2.3575 3.3572 -2.5335
7 C -1.1049 2.8088 -2.5590
8 C -0.8970 1.4190 -2.7637
9 C 0.3725 0.8025 -2.8346
10 C 1.6502 1.3886 -2.9687
11 C 2.7835 0.5750 -2.7423
12 C 4.0346 1.1263 -2.7696
13 C 4.2246 2.5036 -3.0204
14 O 5.5589 2.8797 -2.9541
15 C 6.3219 1.7215 -2.6017
16 C 5.3789 0.5047 -2.6145
17 C 3.1154 3.3025 -3.3116
18 C 1.8660 2.7452 -3.3235
19 C -2.0369 0.5895 -2.8518
20 H -6.3276 1.7696 -3.4917
21 H -6.1402 1.5879 -1.7336
22 H -4.7433 -0.2942 -2.1466
23 H -4.7367 0.0431 -3.8869
24 H -2.4932 4.4184 -2.4122
25 H -0.2624 3.4404 -2.3525
26 H 0.3669 -0.2704 -2.7370
27 H 2.6553 -0.4705 -2.5353
28 H 7.1572 1.6267 -3.3079
29 H 6.7386 1.9056 -1.6042
30 H 5.4439 -0.1044 -1.7051
31 H 5.5796 -0.1482 -3.4719
32 H 3.2572 4.3471 -3.5246
33 H 1.0434 3.3290 -3.6913
34 H -1.9156 -0.4693 -2.9854
35 C 1.8823 -0.2571 7.2106
36 C 1.7564 -1.5615 6.7841
37 C 0.9385 -1.8541 5.7137
38 C 0.2540 -0.8453 5.0807
39 S -0.8017 -1.2690 3.7001
40 C 0.3327 -1.0812 2.3280
41 C 0.1612 -1.7466 1.1309
42 O 0.9615 -1.6158 0.1908
43 C -1.0025 -2.6629 0.9481
44 C -2.3118 -2.2224 1.1136
45 C -3.3631 -3.0955 0.9485
46 C -3.1254 -4.4116 0.6076
47 C -1.8290 -4.8548 0.4397
48 C -0.7747 -3.9847 0.5993
49 O -1.1229 -2.7381 3.8834
50 O -1.8585 -0.2065 3.5012
51 C 0.3589 0.4540 5.5142
52 C 1.1773 0.7497 6.5849
53 H 2.5330 -0.0245 8.0366
54 H 2.2860 -2.3522 7.2867
55 H 0.8070 -2.8688 5.3748
56 H 1.1696 -0.4270 2.4315
57 H -2.4885 -1.2073 1.4319
58 H -4.3722 -2.7521 1.1043
59 H -3.9487 -5.0945 0.4791
60 H -1.6367 -5.8859 0.1981
61 H 0.2438 -4.3175 0.4834
62 H -0.2150 1.2228 5.0233
63 H 1.2578 1.7640 6.9350

***

Entry 2:
This record from OMol25 describes one molecule with the formula C2H3N3 at a distorted geometry. The level of theory is wB97M-V/def2-TZVPD.

## Properties
- E_LUMO (eV) = 0.4
- ΔE to the lowest compared entry with this formula, charge and spin (eV) = 3.6152
- largest force on an atom (eV/Å) = 3.8
- frontier orbital gap (eV) = 8.7

Geometry (Å):
1 C -1.1189 -0.3993 -0.1076
2 C 1.0267 -0.2354 -0.9158
3 N -0.1455 -0.5427 -1.0451
4 N -0.7373 0.3423 0.9133
5 N 0.4543 0.7173 0.9844
6 H -2.1093 -0.6410 -0.2651
7 H 1.8709 -0.3428 -1.5066
8 H 0.7591 1.1015 1.9424

***

Entry 3:
This record from OMol25 describes a 6-piece molecular cluster, C36H82FINO24P6SSi overall at a distorted geometry. The level of theory is wB97M-V/def2-TZVPD.

## Properties
- E_LUMO (eV) = -4.4
- charge = +1
- largest force on an atom (eV/Å) = 9.2
- frontier orbital gap (eV) = 6.4

Geometry (Å):
1 C -0.1485 -0.7903 3.2287
2 C -0.6759 0.5419 2.5035
3 C -0.7137 0.3381 0.9412
4 F 0.1894 -0.7527 0.7212
5 C -0.4202 1.5639 -0.0288
6 Si 1.4701 1.4001 -0.4149
7 C 2.4073 2.7830 -1.3218
8 C 1.8374 -0.0210 -1.6875
9 C 2.5678 1.1624 1.1559
10 O -0.9235 1.0263 -1.2886
11 C -2.3402 1.2202 -1.4517
12 C -2.5907 2.3771 -0.3300
13 S -3.8125 1.5583 0.8551
14 C -3.6528 3.2503 -1.1356
15 C -5.0073 2.5773 -1.5796
16 C -6.2527 3.2047 -0.7880
17 C -7.3578 2.1663 -0.4355
18 C -8.7542 2.6326 -0.5035
19 C -9.8836 1.7675 -0.1525
20 C -9.6728 0.3872 0.2897
21 C -8.2786 -0.0747 0.3106
22 C -7.1585 0.7792 -0.0378
23 N -1.2502 2.8598 0.1428
24 C -1.0156 3.5632 1.4529
25 C -2.0425 3.5316 2.6226
26 C -1.4020 4.3505 3.8367
27 I -2.6822 3.9652 5.5550
28 P -0.8145 4.2507 -0.9692
29 O 0.4593 4.9409 -0.6965
30 O -0.7694 3.7593 -2.5621
31 O -1.8740 5.5494 -0.7749
32 H -0.4609 -0.6613 4.3064
33 H 0.9549 -0.9140 3.1639
34 H -0.7183 -1.6963 2.8790
35 H -0.0337 1.3604 2.8985
36 H -1.7473 0.5881 2.8510
37 H -1.6858 -0.1894 0.7266
38 H 3.3808 2.4015 -1.7462
39 H 2.7244 3.5380 -0.5437
40 H 1.8632 3.2550 -2.1755
41 H 2.8795 0.0988 -2.1077
42 H 1.1612 0.0483 -2.5796
43 H 1.8362 -1.0299 -1.2070
44 H 2.1017 0.4864 1.9113
45 H 3.4716 0.6059 0.7636
46 H 2.9357 2.1351 1.5654
47 H -3.0441 0.3567 -1.4551
48 H -2.4254 1.7592 -2.4357
49 H -3.9342 0.2473 0.4768
50 H -3.2583 3.7553 -2.0652
51 H -3.9504 4.1096 -0.4592
52 H -5.2263 2.9016 -2.6425
53 H -5.0491 1.4663 -1.6345
54 H -6.7411 4.0022 -1.4121
55 H -5.9394 3.7056 0.1660
56 H -9.0036 3.6803 -0.8076
57 H -10.9192 2.1782 -0.2150
58 H -10.5300 -0.2583 0.5840
59 H -8.1220 -1.1299 0.6500
60 H -6.1365 0.3474 0.0073
61 H -0.0280 3.1777 1.8421
62 H -0.8195 4.6744 1.3811
63 H -2.9519 4.1369 2.3268
64 H -2.3738 2.5621 3.0366
65 H -0.3938 3.9399 4.1209
66 H -1.3524 5.4503 3.6232
67 H -1.0761 4.5598 -3.0483
68 H -2.3888 5.4508 0.0487
69 C 1.9112 1.6645 -9.3490
70 O 0.6953 1.3803 -8.6440
71 P 0.8431 1.2579 -6.9430
72 O -0.5515 0.6744 -6.8246
73 O 0.8028 2.8988 -6.8440
74 C -0.2587 3.6017 -7.4785
75 O 1.1150 1.1495 -5.2704
76 C 0.3124 1.9445 -4.4204
77 H 1.6738 1.8100 -10.4016
78 H 2.3767 2.5768 -8.9639
79 H 2.6063 0.8294 -9.2512
80 H -1.1259 2.9664 -7.6639
81 H 0.0956 4.0180 -8.4233
82 H -0.5570 4.4255 -6.8281
83 H -0.7322 1.9390 -4.7405
84 H 0.6911 2.9661 -4.3914
85 H 0.3715 1.5311 -3.4158
86 C 6.0961 0.6829 -1.9495
87 O 6.2208 0.8253 -0.5296
88 P 7.3311 -0.2638 0.1872
89 O 6.8593 0.0425 1.5889
90 O 8.5837 0.7022 -0.2487
91 C 8.5739 2.0678 0.1484
92 O 8.3936 -1.4954 0.6382
93 C 9.5216 -1.1535 1.4354
94 H 5.4436 1.4703 -2.3254
95 H 7.0733 0.7757 -2.4326
96 H 5.6601 -0.2896 -2.1874
97 H 7.9145 2.2492 0.9981
98 H 8.2609 2.6884 -0.6944
99 H 9.5906 2.3478 0.4252
100 H 9.2561 -0.4553 2.2305
101 H 10.3075 -0.7303 0.8106
102 H 9.8994 -2.0738 1.8843
103 C -6.5701 -4.5228 -2.9554
104 O -5.2127 -4.9841 -2.9452
105 P -4.1225 -4.0742 -3.8956
106 O -3.0352 -5.1143 -3.8030
107 O -3.9923 -2.9490 -2.6998
108 C -3.6045 -3.3633 -1.3989
109 O -3.2752 -3.0708 -4.9619
110 C -2.0854 -2.4740 -4.4710
111 H -7.1430 -5.1193 -2.2471
112 H -6.6235 -3.4719 -2.6544
113 H -6.9994 -4.6402 -3.9515
114 H -3.0842 -4.3218 -1.4047
115 H -4.4855 -3.4304 -0.7553
116 H -2.9341 -2.6022 -0.9920
117 H -1.4898 -3.1839 -3.8949
118 H -2.3295 -1.6046 -3.8583
119 H -1.4946 -2.1339 -5.3226
120 C -5.8662 0.7978 4.5658
121 O -7.1688 0.2070 4.5668
122 P -7.2512 -1.3883 3.9423
123 O -8.7616 -1.3177 3.8870
124 O -6.7282 -1.9958 5.3742
125 C -7.4004 -1.6186 6.5717
126 O -7.2197 -2.9326 3.2404
127 C -7.7920 -4.0130 3.9635
128 H -5.9237 1.7635 5.0666
129 H -5.1536 0.1642 5.1041
130 H -5.5216 0.9468 3.5391
131 H -8.4084 -1.2473 6.3835
132 H -6.8199 -0.8504 7.0868
133 H -7.4622 -2.4957 7.2163
134 H -8.7403 -3.7305 4.4222
135 H -7.0971 -4.3676 4.7244
136 H -7.9697 -4.8250 3.2573
137 C 14.5142 -6.1264 3.8868
138 O 13.6023 -5.0467 3.6483
139 P 12.0484 -5.5075 3.1058
140 O 11.6675 -4.0999 2.7172
141 O 11.6102 -5.8523 4.6505
142 C 11.7542 -4.8493 5.6489
143 O 10.6283 -6.2218 2.5291
144 C 9.4040 -5.8881 3.1636
145 H 15.4288 -5.7180 4.3140
146 H 14.0862 -6.8445 4.5926
147 H 14.7518 -6.6318 2.9494
148 H 11.8073 -3.8455 5.2254
149 H 12.6559 -5.0458 6.2328
150 H 10.8921 -4.9063 6.3141
151 H 9.3361 -4.8189 3.3694
152 H 9.2909 -6.4564 4.0869
153 H 8.5954 -6.1689 2.4874

***

Entry 4:
This record from OMol25 describes a 2-piece molecular cluster, C9H14 overall. The level of theory is wB97M-V/def2-TZVPD.

## Properties
- E_LUMO (eV) = 1.0
- ΔE to the lowest compared entry with this formula, charge and spin (eV) = 0.4462
- SMILES string = Cc1ccccc1.CC
- largest force on an atom (eV/Å) = 0.8
- frontier orbital gap (eV) = 10.0

Geometry (Å):
1 C 1.9858 -2.6572 -0.0106
2 C 1.5851 -1.2365 -0.3172
3 C 1.7498 -0.2237 0.6208
4 C 1.5238 1.0999 0.2415
5 C 0.8880 1.3883 -0.9495
6 C 0.4777 0.3363 -1.7616
7 C 0.9438 -0.9448 -1.5214
8 H 2.5104 -3.0593 -0.8821
9 H 1.1286 -3.2975 0.1890
10 H 2.6993 -2.7324 0.8084
11 H 1.9648 -0.5072 1.6440
12 H 1.9775 1.8626 0.8645
13 H 0.5911 2.4006 -1.1890
14 H -0.1642 0.4940 -2.6229
15 H 0.7655 -1.7371 -2.2348
16 C -3.2312 1.3828 1.9948
17 C -4.1265 0.9008 0.8449
18 H -2.3707 1.9193 1.5911
19 H -3.8163 2.0394 2.6289
20 H -2.8241 0.5417 2.5574
21 H -4.8155 0.1265 1.2028
22 H -4.7930 1.6920 0.5000
23 H -3.5694 0.4904 -0.0020

***

Entry 5:
This record from OMol25 describes C18H27LaN3S2 as an isolated structure at a distorted geometry. The level of theory is wB97M-V/def2-TZVPD.

## Properties
- E_LUMO (eV) = -10.1
- charge = +3
- largest force on an atom (eV/Å) = 2.6
- frontier orbital gap (eV) = 7.8

Geometry (Å):
1 La 1.0612 0.3626 -0.4671
2 S -0.9373 2.6199 -0.8909
3 S -0.7176 -1.8557 -0.6742
4 C -2.7639 2.7734 -0.8503
5 C -0.6625 2.6118 -2.6836
6 C -1.0970 1.3350 -3.3927
7 N -0.3713 0.1584 -2.8543
8 C -1.1055 -1.0757 -3.2823
9 C -0.4879 -2.2117 -2.4901
10 H 0.4071 2.7733 -2.8746
11 H -1.2316 3.4444 -3.1259
12 H -0.9023 1.4006 -4.4821
13 H -2.1744 1.1753 -3.2923
14 H -0.9411 -1.2226 -4.3642
15 H -2.1772 -0.9440 -3.0742
16 H 0.5974 -2.2665 -2.6820
17 H -0.9844 -3.1600 -2.7447
18 C -2.5206 -2.2208 -0.5926
19 H 0.5113 0.1582 -3.3714
20 H -3.1338 -1.4708 -1.1270
21 H -2.7857 -2.2108 0.4735
22 H -2.6934 -3.2363 -1.0042
23 H -3.0799 2.8210 0.2036
24 H -3.2725 1.9272 -1.3210
25 H -3.0595 3.7065 -1.3294
26 C 3.9222 0.4649 -1.8461
27 C 4.3715 0.6576 -0.5857
28 H 3.5500 1.2805 -2.4827
29 H 4.0231 -0.5235 -2.3232
30 H 4.3428 1.6237 -0.0615
31 H 4.8669 -0.1573 -0.0266
32 C -2.9351 0.3642 3.0813
33 C -2.2116 0.0945 4.2561
34 C -0.8353 -0.1133 4.1907
35 C -0.2064 -0.0940 2.9405
36 N -0.8821 0.2472 1.8020
37 C -2.2256 0.3989 1.8714
38 C 1.1742 -0.5410 2.8180
39 C 2.0280 -0.8034 3.9079
40 C 3.3267 -1.2467 3.6517
41 C 3.7663 -1.3631 2.3240
42 C 2.8852 -1.0601 1.3038
43 N 1.6007 -0.6949 1.5234
44 H -4.0124 0.5801 3.0298
45 H -2.7065 0.0458 5.2183
46 H -0.1927 -0.3110 5.0543
47 H -2.7515 0.5565 0.9254
48 H 1.6428 -0.6318 4.9222
49 H 4.0114 -1.4466 4.4772
50 H 4.7835 -1.6747 2.0719
51 H 3.1868 -1.0453 0.2501